The following is a DFT calculation (the ωB97M-V functional and the def2-TZVPD basis) of a cluster of 9 separate species, C48H120F6N8O16P in total at a distorted geometry.

The geometry in ORCA input format:
```
! RIJCOSX wB97M-V def2-TZVPD def2/J DEFGRID3
* xyz -1 1
P -0.6076 0.5054 -0.9089
F 0.3595 -0.7894 -0.9703
F -1.5261 -0.0312 -2.1350
F -1.5116 -0.3082 0.1199
F -1.6284 1.7461 -0.7175
F 0.3941 1.0616 0.2872
F 0.2269 1.5249 -1.8499
C -5.2652 -1.0490 7.7498
O -5.7624 -0.5932 9.0385
C -5.7855 0.8369 9.0763
C -4.4519 1.6440 9.0762
N -3.8329 1.7959 7.7458
C -4.4809 2.8566 7.0426
C -4.5711 2.5170 5.4865
O -5.5073 1.4969 5.3747
C -5.5484 0.9281 4.1048
H -4.2134 -0.8929 7.5099
H -5.7927 -0.6747 6.8725
H -5.4749 -2.1131 7.8582
H -6.2402 1.1999 9.9981
H -6.3832 1.2403 8.2589
H -3.7367 1.2124 9.7764
H -4.5494 2.6611 9.4556
H -3.7115 0.9688 7.1789
H -4.0419 3.8541 7.0572
H -5.5458 2.9181 7.2666
H -3.6014 2.3583 5.0146
H -5.0150 3.2690 4.8341
H -4.6048 0.5434 3.7178
H -5.9966 1.6807 3.4562
H -6.2051 0.0602 4.1654
C 0.5864 3.0501 4.8461
O 1.6368 3.0707 5.8082
C 1.6855 1.8902 6.5509
C 2.3229 2.1307 7.9005
N 2.6744 0.8189 8.4759
C 3.0382 0.8091 9.8844
C 1.8518 0.2277 10.6092
O 1.1579 -0.9042 9.8568
C -0.0956 -0.7845 9.4440
H -0.2766 3.6014 5.2196
H 0.2328 2.1010 4.4434
H 0.8919 3.6413 3.9828
H 2.2369 1.0963 6.0472
H 0.6899 1.4473 6.5793
H 1.7103 2.7587 8.5474
H 3.2155 2.7312 7.7249
H 1.9382 0.1355 8.3706
H 3.3666 1.7430 10.3407
H 3.8236 0.0674 10.0299
H 1.2614 1.1209 10.8135
H 2.1091 -0.1400 11.6026
H -0.1404 -0.1716 8.5438
H -0.7255 -0.2798 10.1765
H -0.6463 -1.7111 9.2822
C 2.1276 5.2362 -8.7044
O 1.7071 4.6539 -7.5087
C 1.1465 3.2987 -7.6027
C 0.4968 2.8174 -6.2215
N -0.2094 3.9116 -5.4778
C -1.5695 4.0722 -6.0353
C -2.1704 5.2151 -5.2570
O -1.2825 6.3293 -5.3665
C -2.0331 7.5056 -4.9653
H 1.1856 5.4697 -9.2005
H 2.7047 4.6418 -9.4127
H 2.7452 6.1045 -8.4746
H 1.8821 2.5726 -7.9488
H 0.2676 3.1507 -8.2301
H 1.2565 2.4986 -5.5078
H -0.1884 1.9699 -6.2413
H -0.3312 3.3663 -4.6364
H -2.2401 3.2394 -5.8239
H -1.7172 4.1167 -7.1143
H -2.3610 4.8247 -4.2573
H -3.1408 5.3535 -5.7337
H -1.4484 8.4144 -4.8221
H -2.5109 7.3315 -4.0012
H -2.7902 7.8200 -5.6837
C 0.0858 -7.5177 3.9582
O -1.2158 -6.8919 3.9780
C -1.2124 -5.4478 3.9130
C -2.5151 -4.9432 3.2797
N -3.7473 -5.1875 4.1021
C -4.9276 -4.8069 3.3407
C -6.2477 -5.4830 3.8039
O -6.8036 -6.4533 2.9474
C -7.8315 -7.2294 3.5889
H 0.6508 -7.2285 3.0721
H -0.1033 -8.5853 3.8466
H 0.6013 -7.4202 4.9137
H -0.4460 -5.1726 3.1884
H -1.1072 -5.0152 4.9079
H -2.6367 -5.1499 2.2164
H -2.3243 -3.8702 3.2983
H -3.8604 -6.1879 4.1837
H -4.7747 -5.1440 2.3155
H -5.0952 -3.7604 3.0860
H -6.9733 -4.7110 4.0597
H -6.0036 -6.0082 4.7273
H -7.3755 -7.7241 4.4466
H -8.2464 -7.9995 2.9387
H -8.7233 -6.6327 3.7806
C -8.9043 -4.9140 -1.4493
O -8.2024 -3.6688 -1.7319
C -6.7561 -3.6474 -1.5607
C -6.1144 -4.2326 -2.8444
N -4.6637 -4.1204 -2.7526
C -3.9058 -4.8895 -3.6990
C -3.8862 -6.4755 -3.8183
O -3.2414 -7.2543 -2.7659
C -3.7107 -6.9063 -1.4478
H -8.7032 -5.2583 -0.4348
H -8.6309 -5.6534 -2.2021
H -9.9877 -4.7961 -1.4721
H -6.5550 -4.0798 -0.5805
H -6.6338 -2.5643 -1.5588
H -6.2386 -3.6938 -3.7837
H -6.4012 -5.2768 -2.9685
H -4.5025 -3.1268 -2.6700
H -2.9382 -4.4292 -3.8991
H -4.3142 -4.6107 -4.6704
H -3.4160 -6.7423 -4.7649
H -4.9494 -6.6856 -3.9349
H -3.3172 -7.6099 -0.7142
H -4.7841 -6.9370 -1.2609
H -3.4011 -5.8980 -1.1725
C 2.4681 -4.5975 -2.2901
O 3.3202 -3.6609 -3.0258
C 2.6826 -3.3057 -4.2443
C 3.6239 -2.3952 -5.1819
N 4.9055 -3.0284 -5.1859
C 5.8721 -2.2423 -6.0636
C 7.3562 -2.6234 -5.9212
O 7.8420 -2.2902 -4.6352
C 9.2063 -1.9056 -4.4575
H 1.5309 -4.2102 -1.8903
H 3.0232 -4.8563 -1.3885
H 2.2023 -5.4414 -2.9268
H 1.7349 -2.7723 -4.1705
H 2.4396 -4.2611 -4.7094
H 3.6835 -1.3829 -4.7822
H 3.3663 -2.2302 -6.2281
H 4.7642 -3.8158 -5.8025
H 5.8048 -1.1619 -5.9366
H 5.7826 -2.3731 -7.1420
H 7.9306 -2.1540 -6.7199
H 7.5888 -3.6753 -6.0871
H 9.3222 -1.3831 -3.5080
H 9.6299 -1.2447 -5.2137
H 9.7152 -2.8584 -4.3121
C 5.8359 -3.4163 1.8140
O 5.8212 -2.7272 0.5958
C 5.0786 -1.5185 0.7131
C 5.0671 -0.5812 -0.4879
N 6.3015 -0.4784 -1.1817
C 7.4819 0.1208 -0.4949
C 8.3097 -0.8263 0.4671
O 8.4506 -2.0470 -0.2311
C 9.4962 -2.7636 0.2479
H 6.3151 -4.3826 1.6567
H 4.8713 -3.4483 2.3206
H 6.5437 -3.0024 2.5321
H 5.3306 -0.8290 1.5188
H 4.0461 -1.8506 0.8220
H 4.9315 0.4261 -0.0943
H 4.3291 -0.8632 -1.2389
H 6.0442 0.2837 -1.7925
H 7.2598 1.0453 0.0380
H 8.1375 0.5189 -1.2694
H 7.7704 -0.9026 1.4112
H 9.2347 -0.3372 0.7727
H 9.7699 -3.5649 -0.4385
H 9.4100 -3.1143 1.2763
H 10.4021 -2.1574 0.2533
C -0.7313 7.8127 -8.1589
O 0.3588 7.8984 -7.2352
C 0.8855 9.1934 -7.3821
C 2.2961 9.1829 -6.8585
N 2.5158 8.3925 -5.5915
C 2.3816 9.2165 -4.4617
C 2.2062 8.4097 -3.1050
O 1.2849 7.3749 -3.3393
C 1.0215 6.4396 -2.2586
H -1.5397 8.4453 -7.7922
H -1.1377 6.8184 -8.3443
H -0.5850 8.1245 -9.1930
H 0.3946 9.8151 -6.6334
H 0.8576 9.6824 -8.3559
H 2.7072 10.1921 -6.8321
H 2.9084 8.8298 -7.6882
H 3.5213 8.4365 -5.6763
H 1.5567 9.9017 -4.6574
H 3.2305 9.9000 -4.4784
H 1.7631 9.0047 -2.3064
H 3.1036 7.8732 -2.7969
H 0.4998 7.0210 -1.4983
H 1.8047 5.8125 -1.8327
H 0.1912 5.7574 -2.4413
*
```

The value obtained for the HOMO energy is -6.52 eV. The energy relative to the best compared isomer or geometry (same formula, charge and spin) is 175.2 kcal per mole. Its energy is -4482.80781 hartree. The value obtained for the LUMO energy is 1.987 eV.

***

The following is a DFT calculation (the ωB97M-V functional and the def2-TZVPD basis) of a cluster of 8 separate species, C48H120N8O16 in total at a distorted geometry.

The geometry in ORCA input format:
```
! RIJCOSX wB97M-V def2-TZVPD def2/J DEFGRID3
* xyz 0 1
C 5.2122 -7.3752 -4.0450
O 6.2733 -6.3812 -3.8752
C 6.2199 -5.3166 -4.7813
C 5.1498 -4.2119 -4.3598
N 5.5109 -3.4662 -3.1621
C 4.5626 -2.4613 -2.6353
C 4.9669 -1.8739 -1.2910
O 5.1106 -2.9358 -0.3956
C 3.9466 -3.4967 0.1889
H 5.3310 -8.1232 -3.2611
H 5.4539 -7.8879 -4.9761
H 4.2653 -6.8538 -4.1850
H 6.0766 -5.6900 -5.7953
H 7.1979 -4.8472 -4.6751
H 4.1969 -4.6830 -4.1190
H 4.8732 -3.4888 -5.1271
H 5.5826 -4.1697 -2.4410
H 3.5406 -2.8218 -2.5181
H 4.4191 -1.6374 -3.3344
H 4.2665 -1.1137 -0.9451
H 5.9555 -1.4173 -1.3391
H 3.8295 -3.2123 1.2346
H 3.8813 -4.5845 0.2136
H 2.9929 -3.1608 -0.2181
C -1.3313 -4.5522 4.8780
O -1.7858 -4.6948 6.1934
C -2.9924 -5.4593 6.4459
C -2.7741 -6.4388 7.6320
N -4.0452 -7.0758 8.1234
C -3.9853 -7.9855 9.2533
C -2.9019 -9.0639 9.0383
O -1.8877 -8.8662 9.9681
C -0.9141 -9.9571 9.9044
H -0.6564 -3.7015 4.7840
H -2.1332 -4.2107 4.2235
H -0.9741 -5.4864 4.4445
H -3.3875 -5.8136 5.4938
H -3.8305 -4.8135 6.7075
H -2.2443 -5.9484 8.4486
H -2.1574 -7.2207 7.1888
H -4.7045 -7.3180 7.3976
H -4.9842 -8.3534 9.4874
H -3.6672 -7.3083 10.0460
H -2.6331 -9.1149 7.9832
H -3.2037 -10.0277 9.4484
H -1.3550 -10.9486 10.0076
H -0.1196 -9.7510 10.6216
H -0.4980 -9.8837 8.8996
C 1.6367 2.9421 -0.6433
O 1.6951 1.5607 -1.1070
C 2.0029 1.6249 -2.4837
C 1.8758 0.2480 -3.0650
N 0.5809 -0.4232 -2.8684
C -0.5860 0.3180 -3.4954
C -0.4969 0.5047 -5.0324
O -0.4329 -0.7037 -5.7373
C -1.5939 -1.3663 -5.9564
H 0.9149 3.6187 -1.1008
H 2.6286 3.3938 -0.6255
H 1.3674 2.8854 0.4113
H 3.0218 1.9461 -2.6997
H 1.2693 2.2192 -3.0284
H 2.5726 -0.4549 -2.6083
H 2.0972 0.3214 -4.1297
H 0.4577 -0.2966 -1.8739
H -0.4990 1.2948 -3.0196
H -1.5509 -0.1278 -3.2538
H 0.4016 1.0325 -5.3520
H -1.3406 1.1233 -5.3382
H -2.1683 -1.0534 -6.8283
H -2.2143 -1.3093 -5.0620
H -1.3754 -2.4172 -6.1462
C -2.3464 3.5078 -0.5387
O -1.8243 2.2474 -0.8101
C -2.7023 1.0987 -0.5968
C -1.8989 -0.0041 0.2167
N -0.5007 -0.1491 -0.1560
C 0.3868 -0.8189 0.8397
C 0.1500 -2.2556 1.0708
O 1.1405 -2.7645 1.9741
C 1.0627 -4.2003 2.2054
H -3.0344 3.4861 -1.3838
H -1.6376 4.3172 -0.7138
H -2.7669 3.6726 0.4534
H -2.9244 0.6858 -1.5808
H -3.5154 1.4329 0.0476
H -2.4680 -0.8972 -0.0417
H -2.0710 0.1492 1.2820
H -0.2063 0.7887 -0.3883
H 0.2598 -0.3247 1.8029
H 1.4401 -0.7588 0.5656
H 0.1480 -2.8275 0.1429
H -0.8982 -2.5231 1.2040
H 0.0863 -4.6762 2.1152
H 1.4172 -4.2722 3.2337
H 1.7619 -4.7669 1.5905
C -6.8858 4.6368 3.1272
O -5.7276 5.2166 2.6850
C -5.6653 6.5117 2.2586
C -4.6766 7.2970 3.1220
N -3.2741 7.0483 2.7936
C -2.9468 7.9805 1.6996
C -1.4275 7.8916 1.2027
O -1.1735 6.5102 0.8487
C 0.1798 6.1333 0.3891
H -7.6074 4.4075 2.3431
H -7.3288 5.1098 4.0036
H -6.5928 3.6581 3.5069
H -6.5485 7.1504 2.2702
H -5.3140 6.4016 1.2326
H -4.7367 6.8603 4.1189
H -5.1143 8.2642 3.3689
H -3.0898 6.0859 2.5489
H -3.2809 8.9765 1.9904
H -3.5222 7.7896 0.7937
H -0.9479 8.3613 2.0615
H -1.1792 8.5797 0.3946
H 0.4946 5.1123 0.6047
H 0.8757 6.9402 0.6186
H -0.0571 6.1487 -0.6747
C -0.0028 5.1912 -3.4258
O -0.9974 6.0487 -3.8612
C -1.7454 6.6839 -2.8953
C -2.8849 7.6821 -3.4080
N -2.5669 9.0586 -3.5996
C -3.6598 9.8180 -4.1971
C -3.1595 11.2646 -4.4430
O -1.8834 11.0780 -5.1431
C -1.3442 12.2388 -5.8563
H -0.4549 4.3271 -2.9390
H 0.6740 5.7643 -2.7921
H 0.5538 4.6453 -4.1876
H -0.9902 7.2972 -2.4038
H -2.0740 5.9855 -2.1256
H -3.7660 7.6124 -2.7702
H -3.2317 7.3215 -4.3764
H -1.6088 9.2930 -3.8165
H -4.5443 9.6765 -3.5760
H -3.7901 9.3836 -5.1883
H -2.8831 11.9206 -3.6175
H -3.9249 11.7338 -5.0612
H -0.9530 13.0870 -5.2943
H -2.1473 12.7484 -6.3887
H -0.4501 11.9082 -6.3847
C 1.3221 -6.3925 -4.3468
O 2.1763 -5.4464 -3.6805
C 1.5484 -4.8290 -2.5229
C 0.5672 -3.7755 -2.8144
N -0.8504 -4.2383 -2.6325
C -1.7195 -3.0714 -2.3910
C -3.1689 -3.4622 -2.2676
O -3.8882 -3.9563 -3.4110
C -3.1065 -4.8603 -4.1657
H 1.9171 -6.7951 -5.1665
H 0.4232 -5.8839 -4.6952
H 0.9922 -7.2095 -3.7051
H 2.3696 -4.4429 -1.9190
H 1.0860 -5.5019 -1.8007
H 0.6741 -3.4093 -3.8355
H 0.8126 -2.9721 -2.1198
H -0.9336 -4.5206 -3.5987
H -1.5689 -2.2177 -3.0517
H -1.3439 -2.7165 -1.4313
H -3.8218 -2.6411 -1.9717
H -3.1419 -4.2160 -1.4808
H -2.3952 -4.2948 -4.7677
H -3.6370 -5.3009 -5.0098
H -2.5946 -5.7246 -3.7425
C 1.2950 -0.6575 5.5243
O 2.5951 -0.1816 5.0654
C 2.6590 -0.2712 3.6224
C 4.0625 -0.3839 3.1356
N 4.8493 0.8004 3.6381
C 6.2939 0.5328 3.4729
C 6.6542 0.1800 1.9638
O 6.5595 1.2725 1.0062
C 5.2786 1.7745 0.7157
H 1.1765 -0.4699 6.5914
H 1.1591 -1.7279 5.3696
H 0.6175 -0.2285 4.7860
H 2.2201 0.5455 3.0494
H 2.1525 -1.1533 3.2306
H 3.9511 -0.4089 2.0516
H 4.4917 -1.3087 3.5212
H 4.5940 0.8309 4.6149
H 6.5746 -0.4502 3.8512
H 6.8089 1.4436 3.7786
H 6.1352 -0.7145 1.6195
H 7.6673 -0.2222 1.9576
H 5.3920 2.5459 -0.0460
H 5.0672 2.3709 1.6033
H 4.4365 1.0958 0.5805
*
```

The value obtained for the HOMO energy is -8.16 eV. The energy relative to the best compared isomer or geometry (same formula, charge and spin) is 212.6 kcal per mole. Its energy is -3542.02909 hartree. The value obtained for the LUMO energy is 0.422 eV.